# 1
The following is a DFT calculation (wB97M-V/def2-TZVPD) of a 5-piece molecular cluster, C36H96BrN13O7P5 overall.

Geometry as XYZ:
```
158
Properties=species:S:1:pos:R:3:forces:R:3
C 5.4352 -6.0349 0.1967 0.20 0.08 -0.41
C 5.6670 -4.5375 -0.0669 0.87 -0.60 1.34
C 6.4361 -4.0582 1.1821 -0.92 -0.04 0.28
C 4.3824 -3.6955 -0.1097 -0.39 -0.34 -0.56
C 3.6846 -3.4222 -1.4776 1.27 -0.06 0.85
C 2.2919 -4.0724 -1.6121 0.08 0.43 1.03
C 2.1835 -5.5645 -1.2884 -0.80 -0.33 -0.62
C 2.1528 -6.4420 -2.5614 -0.29 0.50 0.26
Br 3.3709 -7.9512 -2.5280 0.02 0.05 -0.16
P 3.2535 -1.6039 -1.5546 -2.57 0.37 -2.53
O 2.8640 -1.1464 -0.0002 1.42 -0.49 0.08
O 4.5929 -0.7901 -2.0872 0.48 -0.48 1.29
C 4.5553 -3.8578 -2.6750 0.05 0.59 0.37
C 6.0820 -3.9241 -2.5190 1.22 -0.40 -1.56
C 6.7972 -2.5903 -2.8311 -1.01 0.09 0.31
C 6.5879 -4.9191 -3.6155 0.24 0.15 0.16
N 6.5940 -4.4312 -1.2262 -1.12 1.34 0.18
O 7.7988 -4.1141 -0.9689 0.25 -0.52 -0.13
H 4.9097 -6.5303 -0.6159 -0.12 -0.06 0.05
H 4.9310 -6.1865 1.1508 -0.25 0.01 -0.08
H 6.4189 -6.4971 0.2827 0.01 -0.10 -0.06
H 6.7476 -3.0207 1.0969 0.36 -0.10 -0.13
H 5.7036 -4.0936 1.9959 0.03 0.02 0.07
H 7.2349 -4.7346 1.4627 0.31 0.21 -0.18
H 4.5939 -2.7578 0.4066 0.04 0.11 -0.16
H 3.6551 -4.2011 0.5293 0.07 0.01 0.15
H 1.6374 -3.5477 -0.9061 -0.13 -0.05 -0.03
H 1.8750 -3.8529 -2.5967 0.06 -0.02 -0.08
H 2.8923 -5.9260 -0.5520 0.21 0.11 -0.07
H 1.1977 -5.7017 -0.8400 0.07 0.04 0.26
H 2.3442 -5.8241 -3.4336 0.39 -0.27 -0.16
H 1.1585 -6.8522 -2.7068 0.05 -0.24 0.05
H 3.0314 -0.2008 0.0576 -0.25 0.20 0.24
H 4.6287 0.1074 -1.7425 0.08 0.19 -0.15
H 4.3730 -3.1437 -3.4855 0.03 -0.14 -0.18
H 4.2242 -4.8167 -3.0707 -0.18 -0.14 0.35
H 6.6945 -1.9183 -1.9835 0.25 0.12 -0.04
H 7.8321 -2.7474 -3.1025 0.12 0.02 0.22
H 6.2662 -2.1308 -3.6643 0.15 0.07 -0.11
H 6.8218 -5.8843 -3.1701 -0.31 -0.16 -0.09
H 7.5152 -4.5572 -4.0548 0.06 -0.02 0.02
H 5.8749 -5.0223 -4.4317 -0.10 -0.12 0.04
O -0.7963 -4.3678 0.6693 1.01 2.18 -2.17
P -2.0735 -3.5877 0.5965 -3.37 -2.86 3.28
N -2.1236 -2.9158 2.1757 0.69 -0.12 0.19
C -3.3068 -2.6406 2.9579 -0.44 0.33 -0.31
C -0.9986 -2.0577 2.5321 0.34 -0.17 -0.11
N -3.1811 -4.9134 0.3759 -0.08 -0.11 0.14
C -3.9587 -5.4321 1.4857 -0.26 0.26 0.11
C -2.6091 -6.0282 -0.3734 0.19 0.00 -0.12
N -3.1358 -2.5006 -0.1382 1.89 0.63 -1.15
C -2.6654 -1.1244 -0.3010 0.03 0.15 0.32
C -4.5050 -2.7191 -0.5647 -0.22 -0.24 -0.44
H -3.9525 -1.8552 2.5334 -0.01 -0.03 -0.01
H -3.0147 -2.3073 3.9543 0.17 0.08 -0.07
H -3.9054 -3.5316 3.1237 -0.02 0.04 -0.13
H -1.1155 -1.0350 2.1474 0.00 0.03 0.11
H -0.0683 -2.4637 2.1338 -0.07 -0.03 -0.09
H -0.8806 -2.0029 3.6160 -0.11 -0.04 0.02
H -3.3369 -5.7290 2.3418 -0.06 -0.02 0.02
H -4.5309 -6.3030 1.1600 0.15 -0.07 -0.09
H -4.7096 -4.7124 1.8154 0.08 0.03 0.04
H -1.9777 -6.6746 0.2477 0.05 0.02 -0.04
H -2.0085 -5.6711 -1.2088 0.04 0.01 0.05
H -3.4151 -6.6352 -0.7943 -0.09 0.05 0.09
H -3.0399 -0.4797 0.5040 -0.01 0.03 -0.05
H -2.9822 -0.6976 -1.2532 0.00 -0.07 -0.03
H -1.5756 -1.0801 -0.2910 0.01 0.00 0.05
H -5.1969 -2.6469 0.2810 0.01 -0.07 0.00
H -4.6410 -3.6765 -1.0555 0.05 -0.10 0.18
H -4.7963 -1.9590 -1.2939 0.18 0.14 0.09
O 7.3978 2.8425 -0.2206 -3.55 0.53 -0.53
P 6.9053 2.0159 0.9336 5.67 -2.20 2.22
N 7.4324 2.9968 2.2453 -0.08 0.68 -0.35
C 7.9275 2.5356 3.5227 -0.37 -0.45 0.28
C 6.8379 4.3264 2.3180 0.01 0.15 -0.37
N 7.9255 0.6297 0.6423 0.22 -0.11 0.00
C 9.1611 0.4425 1.3800 -0.10 -0.07 0.37
C 8.1743 0.3706 -0.7749 -0.07 0.08 -0.14
N 5.8514 1.0350 1.8514 -1.85 1.23 -1.39
C 4.6255 1.6607 2.3450 0.15 0.21 0.20
C 6.0351 -0.3367 2.2926 -0.13 -0.53 -0.27
H 7.1757 2.0126 4.1342 0.02 -0.02 -0.01
H 8.2739 3.3884 4.1071 -0.13 0.13 -0.10
H 8.7976 1.8943 3.4170 -0.12 -0.08 -0.06
H 5.8457 4.3164 2.7915 0.05 0.07 0.09
H 6.7319 4.7502 1.3188 -0.01 -0.11 -0.04
H 7.4766 5.0075 2.8827 0.05 -0.08 0.05
H 9.8372 1.3060 1.3070 0.04 -0.04 0.04
H 9.6854 -0.4369 1.0015 -0.04 0.04 -0.17
H 8.9684 0.2208 2.4310 -0.01 0.10 0.00
H 8.9557 1.0167 -1.1906 -0.05 0.04 -0.05
H 7.2705 0.5120 -1.3665 0.02 0.05 0.00
H 8.4803 -0.6705 -0.9049 0.02 -0.02 0.14
H 4.7315 1.9877 3.3861 -0.07 -0.04 0.01
H 3.7778 0.9741 2.2896 0.04 -0.06 -0.01
H 4.3642 2.5334 1.7436 0.05 0.06 0.05
H 6.6671 -0.3802 3.1849 0.06 0.01 -0.05
H 6.4625 -0.9665 1.5216 0.16 0.16 0.01
H 5.0700 -0.7828 2.5496 -0.09 0.22 0.02
O -1.3300 1.9040 -2.5844 2.34 1.74 1.38
P -1.9194 3.2721 -2.7610 -4.59 -1.10 -2.79
N -3.2656 3.1795 -1.7081 0.24 -0.57 0.50
C -4.5572 3.8179 -1.8717 -0.02 0.50 -0.04
C -2.9460 2.8988 -0.3076 0.31 -0.34 -0.17
N -2.3376 3.1671 -4.4459 -0.21 -0.08 -0.08
C -3.7035 2.9036 -4.8588 -0.23 0.33 0.09
C -1.4279 2.3270 -5.2201 0.21 -0.07 0.06
N -1.8186 4.9622 -2.8385 2.02 -0.37 1.11
C -1.3959 5.6551 -1.6236 -0.28 -0.05 0.20
C -2.1779 5.8421 -3.9349 0.23 0.14 -0.46
H -4.5322 4.9162 -1.8146 0.03 -0.01 -0.02
H -5.2261 3.4825 -1.0796 0.11 0.07 0.13
H -5.0498 3.5275 -2.7961 0.17 0.07 -0.06
H -2.6332 3.7948 0.2475 -0.12 0.01 0.03
H -2.1402 2.1655 -0.2431 0.05 0.07 -0.11
H -3.8039 2.4718 0.2075 -0.07 0.00 -0.14
H -4.1170 1.9895 -4.4101 -0.06 0.02 -0.04
H -3.7471 2.8019 -5.9451 0.16 -0.11 0.00
H -4.3578 3.7464 -4.6302 0.01 -0.06 0.10
H -1.6451 1.2584 -5.1116 0.06 -0.01 0.03
H -0.3935 2.4919 -4.9239 -0.02 -0.05 0.06
H -1.5045 2.5891 -6.2788 -0.13 0.07 0.02
H -2.2552 6.0375 -1.0599 0.03 0.04 0.00
H -0.7375 6.4942 -1.8535 0.01 -0.03 -0.08
H -0.8345 4.9858 -0.9701 -0.05 -0.04 0.03
H -3.2576 6.0194 -3.9591 0.00 -0.05 -0.04
H -1.8574 5.4592 -4.8974 -0.12 -0.16 0.02
H -1.6883 6.8121 -3.8149 0.02 -0.06 0.23
O -6.9090 4.3918 0.5238 -2.20 -1.29 -2.56
P -7.9961 3.9131 1.4480 2.52 1.90 4.93
N -8.6190 5.4320 1.9554 0.17 0.36 -0.47
C -9.1357 5.7551 3.2665 -0.43 -0.43 0.21
C -9.1864 6.2676 0.9029 0.26 0.00 -0.31
N -6.9293 3.1567 2.5961 -0.38 -0.29 0.16
C -6.5181 3.8681 3.7890 -0.08 -0.01 0.16
C -5.7982 2.5138 1.9289 0.06 0.02 0.23
N -9.3194 2.9790 1.9381 -0.18 -0.36 -2.24
C -10.5670 3.1547 1.1972 -0.09 0.31 0.07
C -9.4122 2.0688 3.0650 0.18 -0.55 0.09
H -10.0588 5.2161 3.5311 0.02 -0.01 0.02
H -9.3655 6.8197 3.3145 -0.03 0.01 -0.20
H -8.3998 5.5903 4.0487 -0.03 -0.14 -0.04
H -10.2191 5.9853 0.6556 -0.03 0.12 0.04
H -8.5882 6.1928 -0.0056 0.03 -0.11 0.04
H -9.1826 7.3184 1.1970 0.01 -0.02 0.11
H -6.0684 4.8468 3.5698 0.00 0.01 0.07
H -5.7887 3.2720 4.3415 0.10 -0.04 -0.15
H -7.3523 3.9986 4.4797 -0.02 0.06 -0.08
H -5.0314 3.2325 1.6296 -0.02 0.01 -0.01
H -6.1173 1.9669 1.0416 -0.04 0.08 -0.02
H -5.3438 1.7815 2.6034 -0.07 0.06 0.13
H -11.2488 3.8384 1.7162 -0.03 -0.04 0.00
H -11.0811 2.2034 1.0545 0.08 -0.04 0.03
H -10.3752 3.5597 0.2029 0.01 0.07 0.02
H -9.5953 2.6141 3.9961 0.07 0.01 -0.01
H -8.5243 1.4567 3.1789 0.11 0.18 0.04
H -10.2441 1.3747 2.9213 -0.09 0.16 -0.15
```
Forces are in eV/Å.

Results
Expectation value of S² = 0.75
2S+1 = 2
LUMO energy (alpha / beta) = 0.15 / 0.15 eV
Total energy = -189074.3706 eV
Gap between HOMO and LUMO (alpha / beta) = 7.7 / 7.8 eV

# 2
The following is a DFT calculation (wB97M-V/def2-TZVPD) of C3H8N4O as an isolated structure.

Geometry as XYZ:
```
16
Properties=species:S:1:pos:R:3:forces:R:3
C -1.6588 0.2548 0.1022 -1.10 1.27 -0.79
C -0.1374 0.2039 -0.1617 0.02 -2.14 2.08
C 0.1957 -0.9741 2.1871 -2.05 -4.24 -2.87
H -2.3743 -0.9869 0.8117 2.62 3.78 -2.42
H -2.0132 0.5108 -1.2945 0.15 -0.57 5.02
H -1.7579 1.3219 1.0375 -0.14 -3.35 -3.34
H -1.0028 0.7612 -3.0497 2.67 -0.94 3.75
H 0.6194 1.2417 -3.1302 -1.65 -1.33 3.11
H 2.3960 0.7303 0.3669 -0.87 -1.20 -0.05
H 2.2209 -1.1315 -0.1343 -0.76 4.30 3.26
H 1.1357 -1.0107 2.7992 -1.28 -0.14 0.31
N 0.6173 0.3453 -1.2271 -3.87 0.39 0.44
N -0.0895 0.9024 -2.3211 0.64 2.40 -6.20
N 0.6157 -0.1328 1.0705 0.63 -0.29 -2.13
N 2.0617 -0.1870 0.7268 -0.44 -3.63 -0.42
O -0.8284 -1.8490 2.2169 5.43 5.68 0.23
```
Forces are in eV/Å.

Results
LUMO energy = 0.03 eV
Total energy = -11238.1356 eV
Gap between HOMO and LUMO = 8.5 eV
Energy above the lowest of the compared OMol25 structures with the same formula, charge and spin = 1108.4 kJ/mol

# 3
The following is a DFT calculation (wB97M-V/def2-TZVPD) of a 4-piece molecular cluster, C2H12NO3 overall.

Geometry as XYZ:
```
18
Properties=species:S:1:pos:R:3:forces:R:3
C -0.0641 -0.3320 1.1045 0.30 1.16 0.03
C -0.4857 -1.4860 0.6337 0.78 -0.88 -0.15
N 0.9882 0.4534 0.3473 -0.73 -0.37 1.49
H -0.5211 0.2339 1.9032 0.62 -0.46 0.73
H -0.7727 -2.2758 1.3324 -1.17 0.58 -0.27
H -0.3430 -1.7879 -0.4057 0.61 -0.10 0.35
H 1.8369 -0.1211 0.3936 -0.12 -0.27 -1.68
H 0.4669 0.7719 -0.5000 0.81 -0.04 -0.56
H 1.3859 1.2486 0.8567 -0.97 0.38 0.03
H -1.1438 1.9200 -1.9456 0.52 0.17 -0.24
H -1.9011 1.0767 -1.0046 -0.08 -0.61 0.46
O -0.9878 1.2614 -1.2615 -0.51 0.32 -0.23
H -4.3568 -0.7851 -0.0966 0.67 0.27 0.00
H -3.0839 -0.8896 0.7474 0.16 -0.33 0.62
O -3.4279 -0.4861 -0.0390 -0.76 0.20 -0.69
H 4.6603 0.3756 -0.1009 0.40 -0.01 0.13
H 3.9532 0.4504 -1.4563 0.06 -0.03 0.07
O 3.7965 0.3717 -0.5085 -0.60 0.01 -0.08
```
Forces are in eV/Å.

Results
Total charge = +1
LUMO energy = -3.14 eV
Total energy = -9893.8442 eV
Gap between HOMO and LUMO = 11.4 eV
Energy above the lowest of the compared OMol25 structures with the same formula, charge and spin = 154.3 kJ/mol

# 4
The following is a DFT calculation (wB97M-V/def2-TZVPD) of C4H9NO3 in the gas phase.

Geometry as XYZ:
```
17
Properties=species:S:1:pos:R:3:forces:R:3
C -1.9459 -0.2097 0.6176 -0.02 0.22 0.08
C -1.1403 0.9014 -0.0074 -2.48 -0.55 -2.76
N -0.4419 0.2668 -1.5107 -0.80 1.84 3.18
C 0.7427 0.4133 -0.8313 4.53 -2.80 0.58
O 1.3146 1.6531 -0.9144 -0.51 0.15 0.12
C 1.4212 -0.5921 -0.1540 -1.54 2.23 -1.11
O 0.9912 -1.8977 -0.1842 0.14 -0.33 0.28
O 2.3274 -0.2363 0.8345 0.36 -0.36 -0.34
H -2.6015 0.2193 1.3806 0.01 -0.08 0.04
H -1.2946 -0.9323 1.1047 0.02 -0.09 -0.01
H -2.5705 -0.7217 -0.1120 -0.01 0.00 -0.01
H -1.7488 1.6498 -0.5079 -0.40 0.05 0.36
H -0.5685 1.4397 0.7509 0.98 -0.46 -0.73
H -0.6706 -0.7245 -1.5451 -0.08 0.08 0.42
H 2.0591 1.6801 -0.2984 -0.08 -0.13 -0.02
H 0.9532 -2.2393 0.7224 -0.12 0.14 -0.13
H 3.1733 -0.6700 0.6549 0.02 0.08 0.04
```
Forces are in eV/Å.

Results
LUMO energy = 0.54 eV
Total energy = -11923.5189 eV
Gap between HOMO and LUMO = 7.6 eV
Energy above the lowest of the compared OMol25 structures with the same formula, charge and spin = 388.1 kJ/mol
Structure (SMILES) = CCNC(O)=C(O)O

# 5
The following is a DFT calculation (wB97M-V/def2-TZVPD) of a 2-piece molecular cluster, C2H3NO3 overall.

Geometry as XYZ:
```
9
Properties=species:S:1:pos:R:3:forces:R:3
C -1.9065 0.3755 -0.2473 2.26 6.87 -2.07
C 3.0272 0.1820 -0.2499 0.79 0.12 0.32
N 0.3943 -0.3223 0.1166 -1.40 -0.23 -0.17
O -2.3961 -0.7233 -0.2547 -3.10 -7.31 0.71
O 3.6408 0.3257 0.6898 -0.46 -0.07 -0.45
O -0.6477 0.6742 0.1606 1.84 0.48 1.04
H -2.5399 1.2547 -0.2756 -0.27 0.06 0.27
H 0.3481 -0.8172 -0.7998 -0.11 0.43 0.74
H 0.0797 -0.9492 0.8604 0.45 -0.35 -0.38
```
Forces are in eV/Å.

Results
Expectation value of S² = 2.01
2S+1 = 3
LUMO energy (alpha / beta) = 0.83 / -3.45 eV
Total energy = -9747.8318 eV
Gap between HOMO and LUMO (alpha / beta) = 6.8 / 7.2 eV
Energy above the lowest of the compared OMol25 structures with the same formula, charge and spin = 439.3 kJ/mol

# 6
The following is a DFT calculation (wB97M-V/def2-TZVPD) of C4H12BNO in the gas phase.

Geometry as XYZ:
```
19
Properties=species:S:1:pos:R:3:forces:R:3
C -1.2484 1.0485 -1.4555 1.58 -0.24 2.72
C -0.4295 -0.2879 -1.2909 -0.70 1.09 -2.36
C -0.1405 -0.9349 0.0047 -2.44 -0.20 3.29
C -1.1021 -0.2510 1.3656 2.90 3.15 -4.87
B 1.3275 -0.7112 0.4780 1.41 0.03 2.38
N 1.8558 0.6146 0.4663 -0.91 0.12 -0.87
O 2.1404 -1.6054 1.2274 -1.26 0.02 -0.92
H -0.8758 1.5396 -2.2906 0.84 1.24 -1.45
H -1.1596 1.6960 -0.5420 0.12 -0.28 -1.08
H -2.2936 0.9763 -1.6309 -0.97 -0.83 0.05
H -1.0291 -0.9414 -1.9066 -0.03 -0.66 -0.17
H 0.5681 -0.3137 -1.7865 -0.80 0.93 -0.35
H -0.5188 -1.9532 -0.1654 0.62 -0.01 0.90
H -0.6400 -0.5079 2.2492 1.00 -0.47 1.96
H -2.1072 -0.5077 1.3552 -1.79 -0.71 -0.28
H -1.0227 0.9625 1.1588 -0.19 -3.27 1.01
H 1.2616 1.3283 0.0750 0.22 0.24 0.05
H 2.5137 0.9693 1.1330 0.22 0.01 -0.02
H 2.9000 -1.1209 1.5552 0.18 -0.17 0.02
```
Forces are in eV/Å.

Results
LUMO energy = 0.61 eV
Total energy = -8557.4355 eV
Gap between HOMO and LUMO = 10.6 eV
Energy above the lowest of the compared OMol25 structures with the same formula, charge and spin = 175.6 kJ/mol
Structure (SMILES) = CC[C@H](C)B(N)O